{"formula": "C52H51CrN7O3SSi2Te", "method": "ωB97M-V/def2-TZVPD", "elements": ["Te", "Cr", "S", "Si", "Si", "O", "O", "O", "N", "N", "N", "N", "N", "N", "N", "C", "C", "C", "C", "C", "C", "C", "C", "C", "C", "C", "C", "C", "C", "C", "C", "C", "C", "C", "C", "C", "C", "C", "C", "C", "C", "C", "C", "C", "C", "C", "C", "C", "C", "C", "C", "C", "C", "C", "C", "C", "C", "C", "C", "C", "C", "C", "C", "C", "C", "C", "C", "H", "H", "H", "H", "H", "H", "H", "H", "H", "H", "H", "H", "H", "H", "H", "H", "H", "H", "H", "H", "H", "H", "H", "H", "H", "H", "H", "H", "H", "H", "H", "H", "H", "H", "H", "H", "H", "H", "H", "H", "H", "H", "H", "H", "H", "H", "H", "H", "H", "H", "H"], "positions_angstrom": [[0.761, -1.887, -2.423], [0.794, -0.557, 1.173], [-0.126, 2.998, 2.383], [-2.005, 0.139, -0.637], [3.165, 0.336, 3.809], [1.033, 3.759, 2.760], [-0.988, 2.480, 3.415], [-0.618, -0.581, -0.149], [0.321, 1.698, 1.476], [-3.444, 6.617, -1.007], [1.539, 3.144, 0.029], [1.849, 0.809, 0.060], [-0.095, -1.522, 2.731], [4.608, -6.881, 0.054], [1.829, -0.398, 2.970], [2.479, 3.183, -0.899], [3.143, 2.074, -1.393], [2.619, 1.719, 4.894], [3.319, -4.647, 0.379], [-2.472, 3.870, 1.276], [2.184, -3.114, -6.352], [-3.572, 0.612, 3.204], [3.996, -3.436, 0.625], [-2.566, 3.719, -2.745], [-4.987, -2.524, -1.852], [3.261, -2.286, 0.825], [-4.925, 0.764, 2.992], [-3.243, 4.712, 0.493], [-2.754, 2.584, -1.954], [1.231, 1.933, 0.520], [-2.123, -2.698, 2.032], [-4.531, 0.720, 0.611], [4.530, -3.417, -5.925], [3.012, -2.949, -4.082], [0.678, -1.295, 4.984], [-0.505, 5.093, 0.631], [-0.469, 1.973, -2.285], [2.791, 0.858, -0.880], [-4.021, -1.845, -1.115], [4.048, -5.889, 0.200], [-1.307, 4.010, -3.282], [1.213, -3.497, 0.534], [-1.273, 5.920, -0.176], [0.555, -2.588, -4.455], [4.333, 0.992, 2.526], [1.942, -2.889, -4.991], [-4.288, -1.360, -3.827], [4.030, -0.978, 4.815], [1.915, -4.670, 0.344], [2.722, -2.746, -2.619], [-2.654, 5.745, -0.239], [-3.172, -0.903, -1.712], [-3.155, 0.523, 0.806], [0.856, -1.061, 3.600], [-1.327, -2.558, 4.435], [4.298, -3.202, -4.571], [-5.411, 0.849, 1.676], [-0.262, 3.124, -3.053], [-1.157, -2.253, 3.102], [-3.319, -0.684, -3.086], [-1.697, 1.691, -1.681], [-0.412, -2.053, 5.363], [-5.136, -2.276, -3.207], [1.864, -2.275, 0.743], [3.466, -3.371, -6.822], [-1.093, 4.051, 1.346], [-2.700, 0.504, 2.119], [-1.794, -2.330, 1.064], [-6.475, 0.970, 1.500], [-4.377, -1.168, -4.894], [-3.126, -2.320, 2.226], [-4.935, 0.729, -0.391], [1.358, -0.886, 5.714], [3.466, -2.104, -2.151], [-5.579, 0.858, 3.846], [3.437, -1.893, 4.814], [3.639, -3.510, -7.878], [3.517, 2.210, 5.284], [1.346, -3.091, -7.032], [0.559, 5.248, 0.686], [-3.941, -2.048, -0.054], [-0.556, -2.265, 6.418], [2.061, 1.367, 5.763], [-2.668, 0.022, -3.588], [-2.922, 6.979, -1.789], [-2.176, -3.135, 4.763], [-3.727, 2.432, -1.504], [3.227, -0.082, -1.181], [-3.153, 0.591, 4.201], [5.078, -3.456, 0.663], [-1.643, 0.400, 2.330], [-4.312, 4.563, 0.397], [2.715, 4.168, -1.285], [-1.129, 4.922, -3.844], [3.828, 1.469, 1.696], [5.015, -1.208, 4.395], [-2.951, 3.082, 1.823], [2.015, 2.464, 4.370], [-4.294, 6.178, -1.319], [1.423, -5.616, 0.156], [-5.888, -2.813, -3.772], [-0.787, 6.724, -0.719], [5.113, -3.259, -3.861], [-5.623, -3.255, -1.358], [3.908, 2.179, -2.142], [-3.385, 4.403, -2.907], [0.725, 3.315, -3.460], [4.175, -0.688, 5.860], [5.006, 1.726, 2.975], [0.033, -1.832, -5.062], [5.530, -3.611, -6.283], [-2.163, -3.782, 2.013], [2.705, -3.699, -2.077], [3.776, -1.347, 1.015], [-0.082, -3.472, -4.412], [0.135, -3.496, 0.465], [4.959, 0.174, 2.143], [0.360, 1.285, -2.131]], "e_above_lowest_kj_mol": 0.0, "orbital_gap_ev": [7.34, 7.39], "spin_multiplicity": 4, "largest_force_ev_per_a": 1.31, "total_charge": -1, "homo_energy_ev": [-5.20, -5.25]}


{"formula": "C52H60ClGeNO6PS2Sc", "method": "ωB97M-V/def2-TZVPD", "elements": ["Ge", "Sc", "Cl", "S", "S", "P", "O", "O", "O", "O", "O", "O", "N", "C", "C", "C", "C", "C", "C", "C", "C", "C", "C", "C", "C", "C", "C", "C", "C", "C", "C", "C", "C", "C", "C", "C", "C", "C", "C", "C", "C", "C", "C", "C", "C", "C", "C", "C", "C", "C", "C", "C", "C", "C", "C", "C", "C", "C", "C", "C", "C", "C", "C", "C", "C", "H", "H", "H", "H", "H", "H", "H", "H", "H", "H", "H", "H", "H", "H", "H", "H", "H", "H", "H", "H", "H", "H", "H", "H", "H", "H", "H", "H", "H", "H", "H", "H", "H", "H", "H", "H", "H", "H", "H", "H", "H", "H", "H", "H", "H", "H", "H", "H", "H", "H", "H", "H", "H", "H", "H", "H", "H", "H", "H", "H"], "positions_angstrom": [[-3.576, -2.526, 0.240], [-1.076, 0.622, 1.284], [-0.848, -2.866, 3.550], [0.368, 3.134, -0.593], [-0.114, -1.319, -2.772], [1.427, -2.159, 1.325], [-0.719, 0.335, 5.372], [-1.464, 0.276, 3.255], [1.881, 0.631, 4.238], [0.893, -1.047, -1.719], [0.279, 1.702, -0.185], [0.832, 0.765, 2.267], [-2.154, 2.288, 0.946], [1.740, -5.182, -2.181], [-5.155, 1.673, -0.604], [-3.001, -3.838, -1.138], [0.100, -2.611, -5.202], [-3.852, 3.764, -0.076], [1.667, -3.415, 2.681], [2.878, -2.647, -5.143], [3.883, 5.138, -0.263], [1.363, 1.871, -2.886], [-0.171, 4.075, 2.630], [0.871, 0.622, 3.551], [2.021, -5.363, 4.678], [-1.612, 4.400, 3.032], [2.638, 4.738, -0.720], [-2.851, 3.415, 0.939], [0.793, -2.061, -4.134], [2.882, -3.786, -0.585], [3.076, -1.344, 1.381], [4.759, -0.065, 0.199], [-2.504, -0.938, 0.294], [-4.243, 5.998, 0.834], [-0.500, 0.256, -3.579], [2.197, -3.177, -6.230], [5.031, -0.519, 2.536], [2.652, 2.891, 0.848], [-5.460, -2.150, -0.247], [5.516, 0.031, 1.361], [-4.287, 2.797, -1.159], [0.520, -4.750, -1.674], [2.175, -2.090, -4.083], [0.496, 3.029, -2.391], [4.510, 4.427, 0.755], [3.033, -5.119, 3.756], [0.808, -3.164, -6.259], [0.666, -3.693, 3.606], [0.487, -3.840, -0.627], [-3.280, 5.715, 1.801], [-3.738, -3.583, 1.894], [1.666, -3.352, -0.065], [-2.595, 4.518, 1.877], [3.545, -0.733, 0.213], [-4.493, 4.993, -0.090], [0.661, 1.135, -4.041], [3.818, -1.197, 2.547], [2.919, -4.697, -1.634], [2.846, -4.161, 2.777], [0.838, -4.654, 4.600], [2.042, 3.610, -0.167], [-2.145, 3.455, 4.111], [3.894, 3.317, 1.309], [-3.126, 2.249, -1.989], [-0.556, 0.393, 4.169], [2.340, 2.239, -3.203], [-2.803, -4.081, 2.152], [3.964, -5.671, 3.801], [-5.892, -1.429, 0.450], [0.277, -3.597, -7.097], [3.810, -3.400, -0.182], [-3.089, 3.844, 4.502], [-0.126, 3.130, 2.096], [-3.229, -0.223, 0.731], [1.770, -5.884, -3.007], [-1.571, 5.402, 3.481], [-4.024, -2.950, 2.737], [-1.110, 0.763, -2.828], [-2.453, 1.705, -1.322], [-1.167, -0.022, -4.400], [-1.442, 3.347, 4.942], [3.961, -2.676, -5.112], [0.473, 4.004, 3.513], [-2.426, -3.353, -1.931], [-2.483, -0.624, -0.770], [1.373, 0.552, -4.630], [-4.514, -4.340, 1.747], [-2.330, 2.466, 3.700], [-6.072, 2.081, -0.170], [0.034, -4.823, 5.302], [-4.762, 6.949, 0.803], [3.639, -3.976, 2.064], [-0.409, -5.100, -2.107], [-0.462, -3.461, -0.262], [2.155, 2.028, 1.289], [-4.917, 3.376, -1.847], [-2.385, -4.625, -0.698], [5.584, -0.406, 3.460], [3.437, -1.582, 3.484], [2.941, -0.773, -0.684], [5.476, 4.752, 1.123], [-3.490, 1.590, -2.788], [0.238, 1.878, -4.727], [-0.985, -2.615, -5.200], [5.101, 0.409, -0.714], [-4.614, 1.145, 0.174], [-6.059, -3.066, -0.225], [-5.518, -1.716, -1.246], [2.153, -6.104, 5.457], [-3.042, 6.477, 2.543], [-3.880, -4.311, -1.585], [4.362, 2.766, 2.114], [-0.547, 2.887, -2.677], [1.521, 1.176, -2.062], [-5.431, 0.954, -1.381], [3.875, -5.021, -2.029], [-2.579, 3.080, -2.448], [2.677, -1.691, -3.209], [-5.231, 5.167, -0.873], [0.796, 4.007, -2.771], [4.357, 6.013, -0.691], [2.135, 5.315, -1.487], [0.229, 4.859, 1.976], [2.750, -3.617, -7.051], [6.461, 0.563, 1.355]], "e_above_lowest_kj_mol": 40.9, "orbital_gap_ev": 3.75, "largest_force_ev_per_a": 1.84, "total_charge": -2, "homo_energy_ev": -0.32}